Entry 1:
14
Properties=species:S:1:pos:R:3:forces:R:3:lowdin_spin:R:1 method="wB97M-V/def2-TZVPD" e_above_lowest_ev=2.430 largest_force_ev_per_a=3.545 energy_ev=-9171.6924 spin_multiplicity=3 e_homo_ev="-12.66 / -15.23" homo_lumo_gap_ev="8.693 / 8.419" charge=+1 lumo_ev="-3.971 / -6.807"
C -1.783331 -1.168429 0.435470 0.972 -0.347 -0.172 0.00
C -0.948980 -0.242558 0.954091 0.368 2.694 1.398 0.11
C 0.542294 1.408796 -0.164535 -1.723 1.467 -0.111 0.59
N -1.471764 -1.273641 -0.854146 -1.704 -1.228 -1.752 0.17
N -0.617869 -0.357600 -1.122777 -0.057 0.753 -0.361 0.03
N -0.357159 0.401904 -0.103416 -0.557 0.068 3.500 0.02
N 1.905550 -0.390315 0.031906 2.357 -0.948 1.236 0.96
H -2.525333 -1.702863 0.983224 -0.181 -0.745 -0.252 0.00
H -0.801695 0.079994 1.981123 -0.084 0.115 -0.394 0.00
H 0.683580 2.076756 0.685110 0.014 -0.517 -0.221 0.03
H 0.671740 1.747826 -1.174606 0.632 0.288 -0.144 0.03
H -0.327859 0.093869 -1.959762 -0.268 -0.946 -1.698 0.00
H 2.653895 -0.408722 -0.658153 0.443 -0.253 0.075 0.03
H 2.376932 -0.265017 0.966472 -0.211 -0.402 -1.105 0.03

Entry 2:
23
Properties=species:S:1:pos:R:3:forces:R:3:mulliken_charge:R:1 method="wB97M-V/def2-TZVPD" e_above_lowest_ev=0.795 largest_force_ev_per_a=2.343 energy_ev=-8975.7204 e_homo_ev=-15.02 homo_lumo_gap_ev=11.665 charge=+1 lumo_ev=-3.359
C 1.445201 -0.553008 -0.903758 0.325 -1.404 0.925 -0.82
C 1.229029 0.738716 -0.140211 0.169 0.218 0.045 -0.78
C -0.184289 1.049985 0.349933 -0.720 -0.050 -0.507 0.94
C -0.643613 0.079729 1.448626 0.913 -0.651 -0.034 -1.39
C -0.244299 2.465404 0.849371 1.830 0.969 1.097 -1.76
N 0.212925 -1.076349 -1.605335 0.541 0.853 -0.253 -0.16
H 1.673792 -1.398139 -0.247376 -0.089 0.231 0.327 0.38
H 2.331070 -0.546725 -1.537097 -0.452 0.345 -0.575 0.42
H 1.654084 1.544463 -0.740610 -0.272 0.223 0.089 0.46
H 1.817123 0.682112 0.777126 0.350 0.002 -0.159 0.34
H -0.890474 1.043103 -0.489508 -0.039 -0.404 -0.081 0.27
H -0.685237 0.563461 2.422721 -0.387 0.073 -0.075 0.47
H 0.079607 -0.730897 1.607911 0.073 0.033 -0.147 0.38
H -1.566943 -0.426794 1.206770 -0.564 0.248 0.185 0.13
H -0.093057 3.227197 0.083857 -0.606 -0.094 -0.165 0.39
H -1.043285 2.685060 1.550561 -0.507 0.003 -0.499 0.41
H 0.653521 2.627608 1.476072 -0.174 -0.130 0.022 0.41
H 0.454851 -1.878629 -2.175416 -0.011 -0.363 0.004 0.39
H -0.466724 -1.387439 -0.884381 -0.055 -0.210 -0.544 0.19
H -0.194436 -0.386850 -2.238273 -0.151 0.060 0.188 0.36
H -1.893478 -2.367458 0.408881 -0.022 -0.442 0.002 0.35
H -2.179227 -3.072621 -0.925516 0.148 -0.131 0.280 0.35
O -1.466146 -2.881938 -0.294349 -0.300 0.622 -0.126 -0.71

Entry 3:
11
Properties=species:S:1:pos:R:3:forces:R:3:mulliken_charge:R:1 method="wB97M-V/def2-TZVPD" e_above_lowest_ev=0.256 largest_force_ev_per_a=4.584 energy_ev=-31936.6349 e_homo_ev=-0.98 homo_lumo_gap_ev=7.763 charge=-2 lumo_ev=6.785
C 0.436487 -0.028648 -0.696560 0.857 -4.251 -1.486 -0.10
O -1.782125 -1.861203 -0.329740 0.520 -0.438 0.097 -0.77
O 1.990762 -1.118887 1.402386 0.412 -1.081 0.083 -0.77
O -2.285236 0.609756 -0.233741 0.957 0.472 -0.227 -0.80
O 1.441118 1.379065 1.445001 -0.172 -0.139 -0.080 -0.78
O -0.533419 -0.336797 1.550787 0.227 -0.342 -2.243 -0.50
O 0.439057 1.107312 -1.416849 -1.206 3.622 -0.831 -0.45
P -1.269363 -0.489901 -0.051615 -0.028 -0.036 1.808 0.81
P 1.067670 -0.021004 1.050254 -0.954 1.349 0.504 0.83
H 0.920296 -0.728861 -1.550254 -0.919 0.185 2.715 0.23
H -0.425247 1.489168 -1.169667 0.307 0.660 -0.339 0.30

Entry 4:
8
Properties=species:S:1:pos:R:3:forces:R:3:mulliken_charge:R:1 method="wB97M-V/def2-TZVPD" e_above_lowest_ev=1.638 smiles=c1nc[nH]n1 largest_force_ev_per_a=8.931 energy_ev=-6590.9370 e_homo_ev=-10.15 homo_lumo_gap_ev=10.685 charge=0 lumo_ev=0.535
C -1.111778 -0.103923 0.005987 -1.960 -0.949 0.427 0.10
C 0.798403 0.716188 0.109094 -1.623 7.993 -2.932 -0.08
H -2.231608 -0.289919 0.178814 1.939 0.423 -0.729 0.32
H 1.649963 1.443836 -0.136671 -1.326 -1.169 1.047 0.28
H 1.883596 -1.020853 0.369174 -3.906 1.390 -2.410 0.35
N -0.541797 1.112639 -0.038209 2.618 -0.921 1.559 -0.51
N 0.904790 -0.513698 -0.112382 5.032 -6.589 3.320 0.11
N -0.280379 -1.142749 -0.006809 -0.774 -0.177 -0.283 -0.57

Entry 5:
9
Properties=species:S:1:pos:R:3:forces:R:3:mulliken_charge:R:1 method="wB97M-V/def2-TZVPD" e_above_lowest_ev=4.352 largest_force_ev_per_a=4.973 energy_ev=-17701.6252 e_homo_ev="-8.16 / -7.82" homo_lumo_gap_ev="8.311 / 7.411" charge=0 lumo_ev="0.146 / -0.408"
C 0.070742 -0.174089 -0.394207 2.946 0.390 3.988 -0.28
C 2.257435 1.106151 -0.140176 -1.671 -0.690 -1.059 0.14
O -0.774863 0.646290 0.206686 -1.977 0.865 0.302 -0.43
F 2.451497 1.759672 -1.284405 0.018 -0.136 -1.499 -0.20
F 2.357903 2.089218 0.730186 -0.214 -0.025 1.685 -0.21
I 3.734281 -0.415071 0.050826 0.419 -0.310 0.268 -0.02
H 0.537329 -0.913877 0.400338 -1.136 1.420 -2.148 0.27
H 0.121336 -0.351622 -1.424457 -0.168 -0.135 -1.359 0.38
H -1.482701 1.217562 -0.219350 1.782 -1.378 -0.177 0.36

Entry 6:
9
Properties=species:S:1:pos:R:3:forces:R:3:mulliken_charge:R:1 method="wB97M-V/def2-TZVPD" e_above_lowest_ev=5.361 largest_force_ev_per_a=1.480 energy_ev=-6254.0186 e_homo_ev=-8.72 homo_lumo_gap_ev=7.510 charge=0 lumo_ev=-1.213
C 1.287166 -0.242375 0.295044 0.805 0.230 -1.221 0.26
C 0.678999 0.746431 -0.551498 0.304 0.341 0.821 -0.26
C -1.610862 -0.269360 0.197454 0.182 -0.093 0.135 -0.73
C -0.321002 -0.052506 0.025927 -0.414 0.004 -0.378 0.30
O 2.171210 -0.399049 1.133671 -0.409 0.107 0.156 -0.60
H 1.323112 -0.832402 -0.758111 -0.411 -0.610 0.466 0.20
H 0.786449 1.782271 -0.870256 -0.169 0.035 0.085 0.31
H -2.338265 0.104281 -0.514568 0.084 -0.096 -0.105 0.26
H -1.976806 -0.837292 1.042337 0.027 0.080 0.042 0.25

Entry 7:
19
Properties=species:S:1:pos:R:3:forces:R:3:mulliken_charge:R:1 method="wB97M-V/def2-TZVPD" e_above_lowest_ev=0.000 largest_force_ev_per_a=3.887 energy_ev=-58162.6738 e_homo_ev="-9.31 / -9.26" homo_lumo_gap_ev="7.353 / 7.261" charge=0 lumo_ev="-1.954 / -1.998"
C 2.722753 -0.137402 0.444659 0.265 -0.290 -0.334 -0.30
C 1.919149 -1.039840 1.120274 0.060 1.245 -1.494 -0.49
C 2.236781 0.429426 -0.715460 -1.413 -0.482 1.142 -0.69
C 0.609530 -1.295945 0.714882 1.733 1.076 0.778 -0.57
C 0.882411 0.284611 -1.051932 0.024 0.654 -1.241 -0.11
C 0.082684 -0.538005 -0.312036 -1.064 -0.593 0.412 0.17
C -2.620415 0.469797 0.388611 2.692 1.875 -0.866 0.05
O -2.044075 -1.991070 -0.281067 -0.931 -1.593 0.668 -0.58
O -1.925594 -0.300161 -2.127373 0.372 -0.293 3.081 -0.62
S -1.053031 2.510108 0.241679 -2.285 -1.891 -0.301 -0.18
S -1.693217 -0.696992 -0.715868 1.497 1.533 -3.243 1.24
Cl -2.522078 0.098677 2.002901 0.125 -0.562 1.419 -0.05
Cl -4.139109 0.885822 -0.159034 -0.681 0.289 -0.594 -0.04
H 3.770092 0.098234 0.766006 -1.175 -0.384 -0.238 0.33
H 2.425724 -1.418118 1.935937 0.080 -1.523 1.894 0.44
H 2.961231 1.031228 -1.126770 0.793 1.614 -1.933 0.41
H 0.133347 -1.946933 1.365409 -1.641 -1.198 0.530 0.45
H 0.304721 0.749438 -1.869682 1.142 0.177 0.206 0.37
H -2.050913 2.807130 -0.621141 0.408 0.345 0.114 0.16

Entry 8:
111
Properties=species:S:1:pos:R:3:forces:R:3:mulliken_charge:R:1 method="wB97M-V/def2-TZVPD" largest_force_ev_per_a=8.802 energy_ev=-96176.0480 e_homo_ev=-11.57 homo_lumo_gap_ev=7.332 charge=+1 lumo_ev=-4.243
C -5.483516 -4.739120 -1.328991 -0.536 0.128 -0.346 -0.74
O -4.174537 -5.111868 -0.769086 -1.408 1.266 0.077 -0.29
C -3.995929 -4.333618 0.445662 -0.897 -0.137 1.121 -0.56
C -2.957377 -3.116281 0.328052 -0.289 0.949 -0.453 -0.51
C -2.167252 -3.041933 -1.084773 -1.232 0.632 1.421 -0.59
C -0.987245 -4.093679 -1.280095 1.184 -0.894 -3.092 1.04
N -1.369019 -5.442899 -1.826815 -0.334 0.765 1.210 -0.47
C -0.046207 -3.525590 -2.504120 0.178 2.185 0.411 -0.23
B -0.830822 -2.810581 -3.775299 -1.490 0.303 -0.439 0.30
O -2.015734 -3.472233 -4.324999 2.553 0.002 0.690 -0.55
N -0.431913 -1.514639 -4.394290 -1.723 -0.927 -0.891 -0.10
C 0.607399 -1.821165 -5.445137 0.537 0.256 0.532 -0.94
C -1.617298 -0.981098 -5.182069 -0.705 0.647 -0.445 -0.92
C 0.775553 -2.488192 -1.583273 1.062 0.493 0.225 -0.48
C 1.457116 -1.097496 -1.904887 1.369 2.988 -1.212 0.49
C 0.723645 0.288023 -1.802577 3.570 -0.137 -1.167 -0.06
C 1.571941 1.553888 -2.163748 1.200 -4.447 0.117 -0.59
C 3.049999 1.309642 -2.568874 -1.733 -0.762 0.565 -0.29
N 3.735153 0.062597 -2.687011 -4.911 0.380 1.447 -0.52
C 2.935355 -1.075266 -2.371283 -1.616 0.755 0.420 -0.35
N 0.850338 -2.918450 -0.292169 -0.791 1.497 -3.896 0.33
Cl 1.621335 -1.880111 0.814375 -0.419 -0.873 0.532 0.15
C 0.204047 -4.253462 -0.223055 0.282 -1.226 -0.316 -0.08
F 1.235515 -5.093367 -0.861799 -1.567 0.900 0.785 -0.45
B 0.016524 -5.073467 1.177083 -1.063 -1.805 3.731 0.64
O -1.274178 -5.300159 1.817666 2.221 1.472 -1.153 -0.28
N 1.130231 -5.764411 1.940587 -0.925 1.442 -1.914 -0.09
C 2.364003 -4.952635 2.038960 0.642 0.209 1.354 -0.82
C 1.345732 -7.161214 1.475868 1.512 -0.946 0.420 -0.91
H -5.538463 -3.594822 -1.414175 -0.075 -1.591 0.132 0.34
H -6.350188 -5.127515 -0.667567 1.460 0.681 -0.904 0.27
H -5.650259 -5.167058 -2.374665 0.658 0.381 1.472 0.24
H -5.035287 -3.886603 0.697800 1.803 -0.599 -0.173 0.42
H -3.776927 -5.075455 1.291341 0.127 1.205 -1.279 0.18
H -2.234276 -3.011315 1.212613 -1.117 -0.528 -1.257 0.16
H -3.596695 -2.148637 0.356741 1.103 -1.505 -0.082 0.52
H -1.844875 -1.929997 -1.172395 0.012 -1.862 0.068 -0.11
H -3.006414 -3.151348 -1.876135 1.857 -0.265 0.967 0.44
H -1.647354 -6.086591 -1.070393 -0.207 0.496 -0.564 0.37
H -2.186015 -5.288140 -2.436807 0.351 -0.259 0.756 0.44
H 0.553577 -4.316983 -3.103569 -0.383 1.007 1.862 0.18
H -1.820517 -4.412930 -4.531279 -0.409 0.684 0.483 0.34
H 0.554422 -0.964626 -6.217541 0.384 -1.565 1.188 0.36
H 1.625671 -1.839391 -4.905957 -1.357 -0.128 -1.223 0.16
H 0.332802 -2.829686 -5.922910 0.812 1.444 0.174 0.31
H -1.810722 -1.626735 -6.120713 0.026 0.881 1.559 0.31
H -2.564554 -0.905587 -4.528368 1.508 -0.323 -1.072 0.30
H -1.417355 0.082200 -5.576015 0.038 -1.547 0.792 0.30
H -0.379967 0.346503 -1.496083 1.923 -0.006 -0.547 0.40
H 1.147990 2.608332 -2.138200 0.547 -1.707 0.003 0.42
H 3.669546 2.254889 -2.802423 -0.996 -1.848 0.361 0.32
H 3.447309 -2.104958 -2.475151 -0.741 1.932 0.173 0.37
H -1.142847 -5.287133 2.799588 0.097 -0.616 -1.257 0.27
H 2.089196 -3.985909 2.614518 0.584 -1.483 -1.092 0.20
H 3.095879 -5.506791 2.745833 -0.992 0.877 -1.371 0.31
H 2.870719 -4.698959 1.043540 -0.552 -0.445 1.276 0.19
H 2.004594 -7.707019 2.259171 -1.104 0.888 -1.152 0.32
H 0.389615 -7.777109 1.390858 1.191 1.126 -0.096 0.29
H 1.978869 -7.147882 0.511953 -1.224 -0.301 1.173 0.23
O 5.154942 2.713720 3.457574 -2.221 3.365 1.606 -0.78
P 3.987646 2.278632 4.349199 2.137 -8.425 -1.262 1.06
O 4.871814 1.201609 5.268095 -0.200 1.103 0.610 -0.40
C 6.138401 1.569221 5.809623 0.550 -0.136 0.172 -0.30
C 6.014192 2.268709 7.149514 -0.130 -0.041 0.118 -1.00
O 3.328106 1.190557 3.284876 -0.926 1.051 0.221 -0.31
C 3.679987 1.216053 1.908009 0.318 0.079 -0.243 -0.06
C 4.905364 0.360094 1.635941 0.055 -0.239 0.039 -1.00
O 2.625094 1.919610 5.313779 0.699 2.475 -1.404 -0.31
C 2.612292 1.895913 6.725982 -0.013 0.323 0.827 -0.13
C 2.555182 3.289090 7.318180 -0.261 0.109 0.064 -1.11
H 6.708893 2.192125 5.118895 -0.190 -0.020 -0.132 0.32
H 6.706411 0.643934 5.942383 -0.182 -0.034 -0.092 0.32
H 5.443956 3.195522 7.053896 0.079 0.048 0.004 0.18
H 7.000179 2.514750 7.551693 -0.060 -0.008 -0.093 0.41
H 5.502607 1.636977 7.880243 0.069 0.029 -0.046 0.27
H 3.818485 2.243469 1.563463 0.117 -0.122 0.057 0.36
H 2.830941 0.811844 1.345398 -0.126 0.029 0.171 0.07
H 5.720827 0.564349 2.331893 -0.114 0.221 -0.079 0.34
H 5.268449 0.516474 0.617205 -0.041 -0.020 0.034 0.34
H 4.658492 -0.699288 1.756327 -0.007 0.029 -0.054 0.21
H 3.436194 1.307657 7.124168 0.222 0.133 -0.266 0.25
H 1.706607 1.358043 7.021023 -0.070 0.015 -0.381 0.32
H 3.293936 3.951264 6.859715 0.104 -0.082 0.110 0.29
H 2.721439 3.252601 8.397285 0.041 0.059 -0.088 0.34
H 1.573381 3.733911 7.139711 0.080 0.005 0.007 0.34
O -2.624553 6.300006 -0.154528 1.813 2.761 -2.829 -0.78
P -2.395258 5.673097 -1.533132 -3.558 -7.513 2.894 1.04
O -3.935477 5.048846 -1.690613 0.135 1.057 -0.699 -0.39
C -5.081363 5.847892 -1.406028 -0.547 0.061 0.192 -0.31
C -5.529068 6.665034 -2.602657 0.016 -0.059 -0.167 -1.00
O -1.639752 4.297684 -0.995900 0.894 0.787 -0.880 -0.20
C -1.107228 4.226628 0.321535 0.034 0.111 0.461 -0.19
C -2.150254 3.740550 1.313027 -0.182 -0.213 -0.014 -1.04
O -2.036705 5.070580 -3.090888 1.067 2.318 1.336 -0.37
C -2.843588 5.247807 -4.236533 -0.345 0.422 -0.676 -0.11
C -2.690209 6.632202 -4.832245 0.191 0.034 -0.214 -1.12
H -4.914740 6.505051 -0.551097 0.212 -0.095 -0.005 0.32
H -5.884193 5.160694 -1.123723 0.177 -0.099 -0.029 0.31
H -4.745356 7.358338 -2.916302 -0.047 0.068 0.041 0.18
H -6.422968 7.246395 -2.363051 0.096 -0.038 0.040 0.41
H -5.765847 6.022668 -3.454804 -0.017 0.042 0.074 0.26
H -0.682491 5.188061 0.618955 -0.185 -0.066 0.015 0.37
H -0.276508 3.513486 0.300296 -0.062 0.004 -0.210 0.20
H -3.097472 4.274663 1.218916 0.201 0.178 -0.010 0.26
H -1.789287 3.848275 2.338490 0.003 -0.016 -0.067 0.36
H -2.375154 2.684855 1.134653 0.073 0.031 0.038 0.26
H -3.882350 4.992604 -4.038185 0.025 0.154 0.338 0.24
H -2.503723 4.514986 -4.974299 0.274 -0.062 0.256 0.32
H -2.770551 7.409574 -4.068346 -0.167 -0.033 -0.025 0.29
H -3.445392 6.802215 -5.603133 0.039 0.058 0.091 0.34
H -1.704660 6.737006 -5.291989 -0.062 0.031 0.042 0.34